<i>
C32H88N8O8 | ωB97M-V/def2-TZVPD

Each line ends with the Mulliken charge.
Geometry (Å):
C  1.59  1.87  -3.66  -1.36
C  2.42  2.26  -4.83  0.39
C  3.91  2.14  -4.55  -0.53
O  4.64  2.29  -5.75  -0.40
C  5.54  3.38  -5.75  -0.71
N  2.02  1.42  -5.98  -0.71
H  0.52  1.73  -3.82  0.37
H  1.61  2.57  -2.82  0.46
H  1.88  0.86  -3.32  0.32
H  2.23  3.30  -5.13  0.23
H  4.13  1.14  -4.15  0.13
H  4.18  2.93  -3.83  0.44
H  6.30  3.28  -4.96  0.29
H  5.00  4.33  -5.65  0.31
H  6.07  3.34  -6.70  0.24
H  2.75  1.39  -6.67  0.33
H  1.88  0.50  -5.57  0.14
C  3.18  5.51  2.43  -1.31
C  2.30  6.37  3.34  1.17
C  3.05  7.65  3.70  -1.06
O  2.30  8.56  4.48  -0.35
C  2.18  8.16  5.82  -0.49
N  1.00  6.67  2.73  -0.53
H  2.74  4.53  2.27  -0.19
H  4.18  5.43  2.86  0.45
H  3.31  6.00  1.46  0.38
H  2.16  5.79  4.26  -0.14
H  3.27  8.19  2.77  0.37
H  4.01  7.46  4.20  0.44
H  3.16  8.01  6.29  0.30
H  1.50  7.31  5.96  0.09
H  1.67  8.95  6.36  0.26
H  1.06  7.59  2.29  0.33
H  0.34  6.83  3.49  0.24
C  -2.73  -6.95  4.05  -1.41
C  -3.06  -7.16  2.58  0.67
C  -2.34  -6.17  1.71  -0.58
O  -2.91  -4.90  1.93  -0.35
C  -2.18  -3.87  1.32  -0.61
N  -2.73  -8.53  2.19  -0.73
H  -1.75  -7.39  4.27  0.38
H  -3.52  -7.36  4.68  0.36
H  -2.68  -5.88  4.24  0.33
H  -4.13  -6.91  2.45  0.22
H  -2.44  -6.40  0.64  0.15
H  -1.25  -6.22  1.90  0.28
H  -1.28  -3.64  1.90  0.39
H  -2.83  -3.00  1.28  0.26
H  -1.89  -4.08  0.28  0.13
H  -3.08  -9.17  2.89  0.26
H  -3.22  -8.76  1.33  0.24
C  -2.21  4.81  7.65  -1.34
C  -0.70  5.07  7.66  0.30
C  -0.08  4.82  6.29  -0.26
O  -0.48  3.57  5.82  -0.45
C  -0.21  3.40  4.45  -0.40
N  -0.45  6.51  7.92  -0.62
H  -2.74  5.35  6.86  0.28
H  -2.59  5.07  8.64  0.44
H  -2.42  3.75  7.50  0.31
H  -0.21  4.53  8.46  0.30
H  1.01  4.80  6.43  0.25
H  -0.34  5.62  5.59  0.06
H  0.81  3.66  4.14  0.01
H  -0.91  4.00  3.85  0.34
H  -0.38  2.35  4.20  0.30
H  -0.84  7.07  7.16  0.23
H  -0.92  6.90  8.72  0.26
C  5.36  -0.19  0.32  -1.65
C  3.90  -0.64  0.38  0.38
C  3.05  0.34  1.15  -0.19
O  3.29  0.33  2.53  -0.45
C  2.66  1.43  3.12  -0.18
N  3.33  -0.69  -0.99  -0.38
H  5.92  -0.75  -0.43  0.46
H  5.85  -0.30  1.28  0.34
H  5.40  0.85  -0.01  0.36
H  3.91  -1.62  0.87  0.35
H  2.00  0.06  0.98  0.15
H  3.14  1.33  0.68  0.04
H  1.59  1.27  3.27  0.28
H  2.75  2.32  2.49  -0.15
H  3.12  1.65  4.09  0.36
H  3.99  -0.28  -1.64  0.14
H  3.12  -1.63  -1.29  0.21
C  -4.89  -7.72  -5.23  -1.60
C  -4.58  -6.24  -4.98  0.32
C  -4.55  -5.91  -3.49  -0.45
O  -4.60  -4.50  -3.37  -0.35
C  -4.52  -4.06  -2.04  -0.79
N  -3.32  -5.88  -5.64  -0.69
H  -4.35  -8.43  -4.60  0.32
H  -4.60  -7.88  -6.27  0.41
H  -5.96  -7.90  -5.13  0.41
H  -5.40  -5.66  -5.40  0.33
H  -3.64  -6.29  -3.01  0.20
H  -5.45  -6.31  -3.00  0.45
H  -3.57  -4.35  -1.56  0.28
H  -5.34  -4.47  -1.44  0.44
H  -4.53  -2.98  -2.03  0.23
H  -3.19  -4.88  -5.55  0.16
H  -2.55  -6.29  -5.12  0.30
C  -2.22  -2.38  -4.88  -1.08
C  -0.81  -2.35  -4.32  1.01
C  -0.09  -3.66  -4.43  -1.08
O  -0.75  -4.63  -3.64  -0.07
C  -0.16  -5.90  -3.68  -0.96
N  -0.02  -1.28  -4.98  -0.30
H  -2.76  -1.44  -4.75  0.53
H  -2.85  -3.08  -4.31  -0.15
H  -2.23  -2.70  -5.92  0.33
H  -0.85  -2.10  -3.25  -0.52
H  0.97  -3.59  -4.15  0.41
H  -0.13  -3.96  -5.49  0.47
H  -0.90  -6.69  -3.74  0.25
H  0.42  -6.08  -2.76  0.26
H  0.51  -6.02  -4.54  0.40
H  -0.67  -0.50  -4.99  0.33
H  0.22  -1.59  -5.91  0.30
C  -2.23  -0.51  -0.39  -1.65
C  -1.75  0.87  -0.83  0.35
C  -0.58  1.35  -0.01  -0.30
O  -0.41  2.74  -0.26  -0.49
C  0.51  3.32  0.62  -0.16
N  -1.40  0.80  -2.29  -0.56
H  -2.60  -0.45  0.63  0.55
H  -1.45  -1.27  -0.53  0.36
H  -3.06  -0.81  -1.03  0.32
H  -2.58  1.57  -0.71  0.41
H  0.31  0.74  -0.19  0.01
H  -0.84  1.27  1.06  0.44
H  0.17  3.15  1.67  0.08
H  0.49  4.41  0.56  0.44
H  1.49  2.85  0.57  -0.04
H  -0.76  0.00  -2.30  0.03
H  -0.69  1.53  -2.34  0.17

Its SMILES is COC[C@H](C)N.COC[C@H](C)N.COC[C@H](C)N.COC[C@H](C)N.COC[C@H](C)N.COC[C@H](C)N.COC[C@H](C)N.COC[C@H](C)N. The spin multiplicity is 1. Its net charge is 0. For the highest occupied orbital energy, the calculation gives -8.9 eV.



<ii>
C32H88N8O8 | ωB97M-V/def2-TZVPD

Each line ends with the Mulliken charge.
Geometry (Å):
C  -5.18  -7.93  15.46  -1.46
C  -5.28  -9.41  15.77  0.81
C  -3.94  -10.10  15.93  -0.88
O  -3.01  -9.72  14.95  -0.01
C  -3.23  -10.28  13.69  -0.74
N  -6.11  -9.65  16.96  -0.76
H  -4.99  -7.76  14.40  0.30
H  -4.36  -7.50  16.05  0.28
H  -6.08  -7.37  15.72  0.44
H  -5.83  -9.93  14.96  0.25
H  -4.14  -11.18  15.92  0.05
H  -3.49  -9.87  16.90  0.58
H  -2.98  -11.35  13.66  0.03
H  -2.55  -9.81  12.98  0.21
H  -4.25  -10.19  13.31  0.43
H  -7.10  -9.53  16.78  0.25
H  -5.99  -10.59  17.32  0.20
C  3.17  -10.05  12.13  -0.93
C  3.32  -10.80  10.81  0.70
C  2.33  -11.93  10.67  -0.93
O  2.43  -12.77  11.82  -0.05
C  1.60  -13.89  11.70  -0.92
N  3.21  -9.88  9.68  -0.78
H  2.42  -9.25  12.08  0.19
H  4.09  -9.50  12.36  0.38
H  2.98  -10.65  13.02  -0.05
H  4.30  -11.28  10.88  0.31
H  2.46  -12.54  9.77  0.38
H  1.29  -11.56  10.62  0.30
H  1.98  -14.61  10.96  0.33
H  0.60  -13.59  11.35  0.42
H  1.52  -14.45  12.63  0.19
H  4.08  -9.36  9.63  0.29
H  2.47  -9.21  9.85  0.28
C  0.76  -12.48  18.91  -1.28
C  0.18  -11.57  17.83  1.99
C  0.60  -11.97  16.43  -1.25
O  -0.18  -11.24  15.53  2.02
C  0.10  -11.46  14.19  -0.66
N  -1.31  -11.71  17.94  -0.46
H  1.81  -12.71  18.69  0.18
H  0.23  -13.43  18.86  0.30
H  0.70  -12.09  19.92  -0.25
H  0.34  -10.52  18.06  -0.55
H  0.48  -13.05  16.27  0.14
H  1.68  -11.79  16.23  0.33
H  1.07  -11.02  13.90  -0.22
H  -0.62  -11.02  13.50  -0.01
H  0.30  -12.52  13.97  -0.09
H  -1.63  -11.20  17.12  -0.05
H  -1.54  -12.69  17.77  -0.27
C  3.77  -14.05  14.76  -0.82
C  4.38  -14.63  16.03  0.75
C  3.99  -16.06  16.32  -0.77
O  2.61  -16.30  16.12  -0.43
C  1.80  -15.74  17.12  -0.40
N  5.87  -14.56  15.91  -0.83
H  2.69  -13.87  14.85  -0.20
H  3.83  -14.78  13.94  0.40
H  4.25  -13.12  14.48  0.45
H  4.16  -13.94  16.85  -0.10
H  4.25  -16.32  17.35  0.35
H  4.51  -16.71  15.61  0.40
H  1.78  -14.64  17.04  0.14
H  2.25  -15.97  18.10  0.44
H  0.80  -16.13  17.05  0.01
H  6.16  -15.20  15.17  0.33
H  6.07  -13.66  15.48  0.29
C  -1.25  -11.23  22.43  -0.97
C  -1.58  -12.71  22.46  0.75
C  -2.64  -12.99  23.52  -0.78
O  -2.01  -12.88  24.79  -0.29
C  -2.87  -13.20  25.84  -0.76
N  -2.14  -13.03  21.15  -0.61
H  -0.89  -10.81  23.38  0.44
H  -2.12  -10.61  22.21  0.32
H  -0.46  -11.03  21.71  -0.17
H  -0.72  -13.35  22.63  0.20
H  -2.95  -14.04  23.43  0.39
H  -3.49  -12.31  23.42  0.36
H  -3.10  -14.27  25.91  0.28
H  -3.82  -12.64  25.76  0.31
H  -2.42  -12.88  26.78  0.25
H  -2.07  -14.01  20.91  0.24
H  -1.74  -12.56  20.34  0.09
C  -3.40  -16.70  17.38  -1.65
C  -2.47  -15.50  17.22  1.06
C  -3.06  -14.49  16.25  0.07
O  -3.29  -15.11  14.99  -0.44
C  -2.31  -14.81  14.03  -0.27
N  -2.26  -14.81  18.52  -0.47
H  -4.46  -16.42  17.42  0.36
H  -3.24  -17.21  18.33  0.46
H  -3.30  -17.45  16.59  0.38
H  -1.49  -15.82  16.87  -0.45
H  -2.42  -13.61  16.10  -0.39
H  -4.02  -14.09  16.59  0.27
H  -2.22  -13.73  13.88  -0.09
H  -2.59  -15.29  13.09  0.39
H  -1.34  -15.25  14.32  0.22
H  -3.15  -14.84  19.03  0.28
H  -1.69  -15.43  19.10  0.36
C  0.33  -7.74  14.02  -1.44
C  1.13  -7.93  15.29  1.58
C  1.96  -6.72  15.62  -0.60
O  3.06  -6.63  14.76  -0.26
C  4.06  -5.77  15.21  -0.83
N  0.21  -8.20  16.40  -0.72
H  1.00  -7.37  13.22  0.35
H  -0.40  -6.94  14.12  0.36
H  -0.13  -8.66  13.64  0.06
H  1.83  -8.77  15.17  -0.12
H  2.24  -6.75  16.69  0.17
H  1.34  -5.81  15.53  0.33
H  4.78  -5.65  14.39  0.25
H  4.64  -6.18  16.04  0.29
H  3.69  -4.76  15.42  0.33
H  -0.13  -9.15  16.27  -0.14
H  0.75  -8.27  17.27  0.26
C  3.34  -9.96  19.09  -1.37
C  2.32  -9.27  20.02  1.48
C  3.02  -9.02  21.35  -0.96
O  3.56  -10.22  21.85  -0.29
C  4.05  -10.06  23.15  -0.81
N  1.94  -8.02  19.35  -0.48
H  3.47  -11.00  19.40  0.24
H  4.29  -9.42  19.12  0.52
H  3.04  -9.91  18.04  0.19
H  1.45  -9.91  20.17  -0.68
H  2.32  -8.61  22.09  0.44
H  3.76  -8.22  21.20  0.38
H  3.24  -9.86  23.85  0.32
H  4.83  -9.29  23.23  0.32
H  4.54  -10.99  23.45  0.25
H  1.09  -7.63  19.73  0.25
H  2.66  -7.32  19.35  0.22

Its SMILES is COC[C@H](C)N.COC[C@H](C)N.COC[C@H](C)N.COC[C@H](C)N.COC[C@H](C)N.COC[C@H](C)N.COC[C@H](C)N.COC[C@H](C)N. The spin multiplicity is 1. Its net charge is 0. For the highest occupied orbital energy, the calculation gives -8.7 eV.



Sorted by energy, starting with the most stable: <ii>, <i>.



<i>
CH2FNO3 | ωB97M-V/def2-TZVPD

Each line ends with the natural charge from an NBO analysis.
Geometry (Å):
C  -0.64  -0.01  0.06  -0.05
N  0.64  0.85  -0.12  0.52
O  0.50  1.99  0.27  -0.38
O  1.58  0.35  -0.66  -0.31
O  -0.31  -1.32  -0.65  -0.13
F  0.41  -2.19  0.13  -0.12
H  -1.63  0.41  -0.20  0.25
H  -0.55  -0.09  1.18  0.23

Its SMILES is O=[N+]([O-])COF. The spin multiplicity is 1. Its net charge is 0. For the highest occupied orbital energy, the calculation gives -11.4 eV.



<ii>
CH2FNO3 | ωB97M-V/def2-TZVPD

Each line ends with the natural charge from an NBO analysis.
Geometry (Å):
C  -0.07  0.64  -0.45  0.01
N  -0.61  -0.79  -0.59  0.47
O  0.05  -1.50  -1.26  -0.33
O  -1.63  -1.15  -0.08  -0.34
O  0.81  0.93  1.56  -0.18
F  1.40  -0.27  1.89  -0.14
H  -0.73  1.38  0.09  0.26
H  0.78  0.77  -1.15  0.25

The spin multiplicity is 1. Its net charge is 0. For the highest occupied orbital energy (alpha / beta), the calculation gives -11.2 / -11.2 eV.



Sorted by energy, starting with the most stable: <i>, <ii>.



<i>
C4H5F2NO | ωB97M-V/def2-TZVPD

Each line ends with the natural charge from an NBO analysis.
Geometry (Å):
C  0.75  1.33  -0.08  -0.62
C  0.26  0.19  0.53  -0.05
C  -0.34  -1.59  -0.66  -0.07
C  -0.97  -0.40  0.12  0.62
H  -0.20  2.06  -0.27  0.23
H  1.64  1.74  0.42  0.24
H  1.09  1.26  -1.29  0.22
H  -0.10  0.62  1.66  0.23
H  -0.81  -2.24  -1.27  0.21
N  0.86  -1.80  -0.19  -0.04
O  1.40  -0.71  0.49  -0.31
F  -1.69  -0.75  1.25  -0.33
F  -1.87  0.28  -0.70  -0.33

Its SMILES is C[C@@H]1ON=CC1(F)F. The spin multiplicity is 1. Its net charge is 0. For the highest occupied orbital energy, the calculation gives -10.6 eV.



<ii>
C4H5F2NO | ωB97M-V/def2-TZVPD

Each line ends with the natural charge from an NBO analysis.
Geometry (Å):
C  0.73  1.34  -0.19  -0.64
C  0.21  0.19  0.57  -0.04
C  -0.47  -1.75  -0.40  -0.06
C  -1.00  -0.38  0.05  0.61
H  0.02  2.22  -0.34  0.24
H  1.47  1.82  0.59  0.22
H  1.47  1.12  -1.18  0.25
H  0.29  0.48  1.77  0.24
H  -1.10  -2.36  -0.95  0.22
N  0.79  -1.89  -0.27  -0.02
O  1.24  -0.75  0.41  -0.36
F  -2.15  -0.43  0.88  -0.35
F  -1.49  0.38  -0.95  -0.32

Its SMILES is C[C@@H]1ON=CC1(F)F. The spin multiplicity is 1. Its net charge is 0. For the highest occupied orbital energy, the calculation gives -10.5 eV.



Sorted by energy, starting with the most stable: <ii>, <i>.